i:
DFT (ωB97M-V with the def2-TZVPD basis set) results for a structure of composition C34H34As2N2OPd.

Each line ends with the Löwdin charge.
Cartesian coordinates (Å):
Pd 0.1348 0.5043 0.5452  0.563
C 1.1768 -2.1125 -0.7766  -0.384
C 1.1777 -1.3508 -2.0955  -0.407
As 0.5396 0.4854 -1.8783  1.311
C 0.8559 1.2286 -3.6030  -0.365
C 0.6301 0.3990 -4.7003  -0.097
C 0.8822 0.8883 -5.9740  -0.050
C 1.3136 2.1964 -6.1404  -0.044
C 1.5003 3.0241 -5.0406  -0.048
C 1.2608 2.5505 -3.7596  -0.082
C 1.8985 1.3999 -0.8698  -0.457
C 3.2417 1.0096 -0.7627  -0.083
C 4.1216 1.7940 -0.0458  -0.050
C 3.6829 2.9622 0.5943  -0.051
C 2.3622 3.3473 0.5079  -0.057
C 1.4652 2.5696 -0.2345  -0.180
As -0.5587 -1.7628 0.0558  1.263
C -1.7233 -2.3381 -1.3196  -0.419
C -1.6243 -3.6578 -1.7565  -0.100
C -2.4401 -4.0798 -2.7964  -0.048
C -3.3412 -3.1970 -3.3827  -0.047
C -3.4374 -1.8871 -2.9366  -0.055
C -2.6260 -1.4507 -1.8957  -0.111
C -0.6977 -2.9069 1.5644  -0.389
C 0.3028 -2.8492 2.5321  -0.119
C 0.2062 -3.6432 3.6628  -0.061
C -0.8950 -4.4762 3.8357  -0.051
C -1.8970 -4.5164 2.8787  -0.054
C -1.8065 -3.7271 1.7377  -0.091
H 1.9444 -1.7664 -0.0888  0.058
H 1.3151 -3.1828 -0.9347  0.091
H 0.4741 -1.8130 -2.7876  0.058
H 2.1525 -1.3353 -2.5837  0.092
H 0.2808 -0.6174 -4.5837  0.098
H 0.7320 0.2493 -6.8338  0.119
H 1.5029 2.5760 -7.1357  0.120
H 1.8329 4.0440 -5.1802  0.119
H 1.4198 3.1984 -2.9095  0.102
H 3.6026 0.1216 -1.2668  0.112
H 5.1651 1.5114 0.0103  0.121
H 4.3912 3.5709 1.1415  0.121
H 2.0211 4.2545 0.9892  0.120
H 0.4481 2.9247 -0.3854  0.095
H -0.9344 -4.3557 -1.2980  0.116
H -2.3756 -5.1012 -3.1474  0.119
H -3.9754 -3.5384 -4.1903  0.119
H -4.1460 -1.2072 -3.3906  0.117
H -2.7035 -0.4296 -1.5401  0.095
H 1.1625 -2.2010 2.4072  0.090
H 0.9879 -3.6160 4.4106  0.114
H -0.9700 -5.0956 4.7197  0.118
H -2.7527 -5.1642 3.0154  0.118
H -2.5968 -3.7664 0.9990  0.106
C -2.9209 4.0669 1.1906  0.022
C -2.3202 2.7180 1.4624  -0.506
O -1.8197 2.0205 0.5793  -0.053
N -2.3572 2.2713 2.7393  0.089
C -1.8214 0.9759 3.1212  -0.109
C -0.3518 1.0106 3.4666  -0.222
C 0.0615 1.3535 4.7441  0.011
C 1.4108 1.4118 5.0463  -0.010
C 2.3335 1.1152 4.0564  -0.019
C 1.8674 0.7756 2.8053  -0.114
N 0.5567 0.7313 2.5115  -0.031
H -2.8697 4.2635 0.1247  0.091
H -2.3770 4.8429 1.7322  0.097
H -3.9610 4.1011 1.5176  0.098
H -2.7396 2.8746 3.4489  0.155
H -1.9860 0.2787 2.3027  0.099
H -2.3866 0.6217 3.9813  0.139
H -0.6832 1.5646 5.5007  0.131
H 1.7381 1.6775 6.0433  0.128
H 3.3978 1.1332 4.2457  0.125
H 2.5442 0.5274 1.9970  0.104

Output
Gap between HOMO and LUMO (alpha / beta) ... 6.70 / 6.70 eV
Molecular weight ... 742.92 Da
Charge ... +2


ii:
DFT (ωB97M-V with the def2-TZVPD basis set) results for a structure of composition C34H34As2N2OPd.

Each line ends with the Löwdin charge.
Cartesian coordinates (Å):
Pd 0.1546 0.0547 -0.0268  0.534
C 2.0562 3.0747 0.3477  -0.404
C 3.0334 2.1218 -0.2892  -0.395
As 2.5665 0.2944 0.2106  1.273
C 4.1461 -0.6967 -0.2396  -0.389
C 4.7500 -1.5121 0.7110  -0.094
C 5.9516 -2.1324 0.3989  -0.051
C 6.5230 -1.9570 -0.8550  -0.046
C 5.8973 -1.1637 -1.8097  -0.056
C 4.6992 -0.5357 -1.5087  -0.106
C 2.6498 0.4150 2.1434  -0.397
C 3.7496 1.0152 2.7556  -0.105
C 3.8042 1.1270 4.1357  -0.050
C 2.7691 0.6285 4.9167  -0.050
C 1.6726 0.0262 4.3166  -0.060
C 1.6154 -0.0800 2.9333  -0.121
As 0.2264 2.5574 -0.1239  1.306
C 0.3701 2.6271 -2.0644  -0.401
C -0.1077 1.5913 -2.8637  -0.126
C 0.0062 1.6587 -4.2472  -0.064
C 0.5995 2.7639 -4.8400  -0.054
C 1.0884 3.7963 -4.0494  -0.052
C 0.9633 3.7344 -2.6708  -0.110
C -0.7390 4.1733 0.2656  -0.378
C -1.5336 4.7632 -0.7082  -0.095
C -2.1033 6.0015 -0.4480  -0.051
C -1.9001 6.6202 0.7780  -0.048
C -1.1363 6.0019 1.7607  -0.057
C -0.5614 4.7659 1.5131  -0.105
H 2.1963 4.0979 0.0062  0.088
H 2.1610 3.0703 1.4316  0.069
H 4.0557 2.2856 0.0459  0.090
H 3.0173 2.2172 -1.3734  0.069
H 4.3002 -1.6494 1.6850  0.106
H 6.4409 -2.7509 1.1402  0.118
H 7.4593 -2.4458 -1.0920  0.119
H 6.3433 -1.0314 -2.7869  0.118
H 4.2085 0.0808 -2.2524  0.106
H 4.5672 1.3953 2.1535  0.112
H 4.6548 1.6057 4.6035  0.119
H 2.8228 0.7018 5.9953  0.119
H 0.8690 -0.3639 4.9276  0.114
H 0.7759 -0.5777 2.4746  0.055
H -0.6287 0.7520 -2.4295  0.065
H -0.3857 0.8592 -4.8629  0.113
H 0.6637 2.8306 -5.9184  0.117
H 1.5649 4.6526 -4.5094  0.118
H 1.3318 4.5543 -2.0644  0.111
H -1.6970 4.2746 -1.6589  0.107
H -2.7058 6.4804 -1.2087  0.118
H -2.3467 7.5869 0.9732  0.119
H -0.9863 6.4809 2.7193  0.117
H 0.0229 4.2755 2.2814  0.104
C -4.1201 -0.4679 -1.0595  0.036
C -2.8972 -0.6920 -0.2223  -0.476
O -2.0213 0.1878 -0.1126  -0.111
N -2.7937 -1.8696 0.3986  0.107
C -1.7070 -2.1878 1.3083  -0.101
C -0.5843 -2.8882 0.5937  -0.250
C -0.4065 -4.2560 0.6789  0.013
C 0.6017 -4.8581 -0.0604  -0.009
C 1.3973 -4.0713 -0.8760  -0.017
C 1.1738 -2.7086 -0.8999  -0.121
N 0.2074 -2.1265 -0.1756  0.000
H -4.1655 0.5724 -1.3649  0.096
H -5.0240 -0.7238 -0.5073  0.101
H -4.0716 -1.0944 -1.9527  0.105
H -3.4989 -2.5679 0.2228  0.166
H -2.0931 -2.7994 2.1196  0.141
H -1.3519 -1.2513 1.7298  0.102
H -1.0449 -4.8465 1.3233  0.130
H 0.7604 -5.9270 -0.0007  0.129
H 2.1823 -4.5036 -1.4810  0.125
H 1.7786 -2.0625 -1.5173  0.094

Output
Gap between HOMO and LUMO ... 7.28 eV
Molecular weight ... 742.92 Da
Charge ... +2


ii wins, 27.7 kcal/mol ahead of the next structure.


i:
DFT (ωB97M-V with the def2-TZVPD basis set) results for a cluster of 2 separate species, C3H7FN3 in total.

Each line ends with the Löwdin charge.
Cartesian coordinates (Å):
C 1.6395 0.4352 -0.1480  -0.097
C -1.6967 0.4869 -0.1275  -0.374
C 1.6206 -0.8332 -0.7551  -0.004
N -1.6975 -0.3902 1.0322  0.081
N -0.5960 0.4453 0.6621  0.015
N 2.0151 1.4758 0.2018  0.355
F -1.7126 -0.2290 -1.3078  0.018
H -2.4157 1.3012 -0.2011  0.160
H 1.5196 -1.6055 0.0127  0.122
H 0.7719 -0.9062 -1.4418  0.105
H 2.5479 -1.0006 -1.3108  0.125
H -2.2336 -0.1369 1.8695  0.173
H 1.9023 2.3598 0.6545  0.146
H -1.6648 -1.4027 0.8590  0.175

Output
Gap between HOMO and LUMO ... 9.69 eV
Molecular weight ... 104.11 Da
Charge ... +1


ii:
DFT (ωB97M-V with the def2-TZVPD basis set) results for a cluster of 2 separate species, C3H7FN3 in total.

Each line ends with the Löwdin charge.
Cartesian coordinates (Å):
C -1.4488 -0.2135 -0.3486  -0.166
C 1.9534 0.5919 -0.1416  -0.171
C -0.5309 -0.7740 0.4123  -0.219
N -2.3483 0.7681 0.0588  0.080
N 1.5261 1.6007 -0.5505  0.351
N 2.2927 -0.6016 0.0232  0.241
F 0.2191 -1.8317 0.0822  -0.018
H -1.4914 -0.7206 -1.3109  0.139
H -0.3236 -0.4888 1.4710  0.142
H -3.2226 0.6226 -0.3101  0.062
H -2.5903 0.7566 1.0189  0.088
H 1.0400 2.4469 -0.2646  0.156
H 1.6645 -1.2387 -0.4239  0.111
H 3.2601 -0.9180 0.2837  0.205

Output
Gap between HOMO and LUMO ... 8.52 eV
Molecular weight ... 104.11 Da
Charge ... +1


ii wins, 25.9 kcal/mol ahead of the next structure.


i:
DFT (ωB97M-V with the def2-TZVPD basis set) results for the ion C15H31N6O3 with charge +1.

Each line ends with the Löwdin charge.
Cartesian coordinates (Å):
C -5.2209 2.1180 -1.5059  -0.064
N -3.9482 1.5086 -1.3689  0.014
C -2.8539 2.0864 -0.8396  -0.402
O -2.6581 3.2618 -0.4678  0.042
C -1.5831 1.1111 -0.7672  -0.179
C -0.7152 1.0378 -2.0056  -0.144
C 0.4342 -0.0159 -1.9641  -0.125
C -0.2826 -1.4478 -1.8146  -0.128
N 0.7786 -2.4890 -1.9056  0.113
C 1.5395 -2.8796 -0.8554  -0.494
N 1.4381 -2.3346 0.3020  0.227
N 1.8683 -4.0848 -0.7565  0.202
N -0.7419 1.5745 0.3902  0.126
C -0.2096 0.7678 1.3499  -0.345
O -0.3294 -0.4933 1.3499  -0.031
C 0.7079 1.4503 2.4050  -0.176
C 1.9195 0.5317 2.8470  -0.143
C 2.6397 0.8935 4.0796  -0.426
C 1.8256 1.0934 5.3421  -0.068
C 3.8638 -0.0868 4.3633  -0.049
N 1.0856 2.8021 2.1144  0.122
C 1.6071 3.1080 0.9157  -0.490
C 2.3649 4.4451 0.7768  0.027
O 1.7003 2.2933 -0.0432  0.005
H -6.0156 1.5594 -1.0189  0.088
H -5.2977 3.1546 -1.0957  0.119
H -5.5005 2.0289 -2.5057  0.064
H -3.8567 0.5061 -1.4748  0.140
H -2.1004 0.0928 -0.5013  0.165
H -1.2535 0.7752 -2.8973  0.111
H -0.3225 1.9971 -2.1775  0.107
H 0.8339 -0.0694 -3.0341  0.139
H 1.1468 0.0529 -1.1790  0.074
H -1.1270 -1.4773 -2.6219  0.168
H -0.7315 -1.3929 -0.9413  0.024
H 0.8010 -3.0664 -2.7105  0.140
H 2.0331 -2.6863 1.0517  0.145
H 0.9676 -1.4360 0.4687  0.082
H 2.3963 -4.3738 0.1675  0.210
H 1.7055 -4.7364 -1.4394  0.104
H -0.2938 2.4933 0.3072  0.123
H 0.1564 1.4156 3.3998  0.167
H 1.6586 -0.5257 2.8069  0.116
H 2.5929 0.7539 2.0402  0.112
H 3.1505 1.8744 3.9061  0.139
H 2.5450 1.4692 6.1438  0.114
H 1.1206 1.9359 5.2824  0.078
H 1.2970 0.3096 5.6517  0.034
H 4.3431 0.2130 5.3014  0.075
H 3.5511 -1.0682 4.4832  0.042
H 4.6844 -0.0131 3.5908  0.096
H 1.0672 3.5907 2.7135  0.149
H 3.3213 4.2942 1.2953  0.097
H 1.7217 5.1707 1.1623  0.053
H 2.4876 4.6492 -0.3346  0.116

Output
Gap between HOMO and LUMO ... 9.28 eV
Molecular weight ... 343.45 Da
Structure (SMILES) ... CNC(=O)[C@@H](CCCNC(N)=[NH2+])NC(=O)[C@@H](CC(C)C)NC(C)=O
Charge ... +1


ii:
DFT (ωB97M-V with the def2-TZVPD basis set) results for the ion C15H31N6O3 with charge +1.

Each line ends with the Löwdin charge.
Cartesian coordinates (Å):
C -5.1448 -1.6285 -2.3072  -0.045
N -3.9225 -1.1842 -1.6103  0.003
C -3.8079 -0.8786 -0.3071  -0.462
O -4.7809 -0.8414 0.4103  0.078
C -2.4247 -0.3563 0.2043  -0.163
C -2.1648 -0.8273 1.6696  -0.123
C -2.7037 0.1237 2.7361  -0.166
C -2.3277 1.5870 2.5999  -0.147
N -0.9304 1.7890 2.2630  0.121
C -0.0986 2.6904 2.6880  -0.498
N -0.3895 3.5617 3.6094  0.229
N 1.1101 2.6147 2.2392  0.231
N -1.2582 -0.7301 -0.6230  0.110
C -0.2599 0.0669 -0.9741  -0.440
O -0.3899 1.2690 -0.8070  0.063
C 1.0713 -0.6034 -1.4249  -0.188
C 2.2155 0.3455 -1.8281  -0.119
C 3.5362 -0.2666 -2.4120  -0.427
C 3.3042 -0.7649 -3.8214  -0.079
C 4.6224 0.8084 -2.3651  -0.070
N 1.6033 -1.5442 -0.4337  0.112
C 1.7942 -1.2413 0.8517  -0.499
C 2.6530 -2.2299 1.6615  0.032
O 1.4091 -0.1926 1.3636  0.015
H -4.8130 -2.2554 -3.1668  0.093
H -5.6938 -0.7370 -2.6705  0.093
H -5.7808 -2.1939 -1.5979  0.095
H -3.0700 -1.0363 -2.1862  0.143
H -2.5088 0.7043 0.2129  0.122
H -2.5985 -1.8254 1.8476  0.133
H -1.0795 -0.9275 1.8204  0.102
H -2.2979 -0.2703 3.6531  0.116
H -3.7891 0.0760 2.7265  0.120
H -2.6309 2.0723 3.5265  0.121
H -2.9331 2.0379 1.7795  0.142
H -0.5456 1.2242 1.4983  0.118
H 0.3014 4.2317 3.9463  0.150
H -1.3078 3.5344 3.9950  0.111
H 1.3811 1.7694 1.7564  0.092
H 1.8381 3.2237 2.5216  0.127
H -1.1223 -1.7042 -0.7422  0.143
H 0.8299 -1.1276 -2.3311  0.140
H 1.7854 1.1038 -2.5047  0.137
H 2.4608 0.8780 -0.9105  0.106
H 3.8428 -1.1564 -1.8337  0.128
H 2.5445 -1.5367 -3.8909  0.072
H 3.0177 0.0584 -4.4529  0.081
H 4.2170 -1.1595 -4.2365  0.080
H 4.7264 1.1380 -1.3232  0.077
H 4.3335 1.6697 -3.0046  0.101
H 5.5776 0.3503 -2.6076  0.081
H 2.0331 -2.4093 -0.7640  0.162
H 3.6678 -2.0369 1.3406  0.090
H 2.6147 -2.0320 2.7081  0.076
H 2.2833 -3.2307 1.5080  0.082

Output
Gap between HOMO and LUMO ... 9.92 eV
Molecular weight ... 343.45 Da
Structure (SMILES) ... CNC(=O)[C@@H](CCCNC(N)=[NH2+])NC(=O)[C@@H](CC(C)C)NC(C)=O
Charge ... +1


ii wins, 83.1 kcal/mol ahead of the next structure.